(1)
Here is a structure of composition C32H31N6O5SSiTi from the OMol25 dataset. Energies are from wB97M-V/def2-TZVPD.

Structure (XYZ):
```
77
Properties=species:S:1:pos:R:3:forces:R:3
Ti -0.633 0.714 0.360 -0.04 -0.06 0.19
C -2.718 1.699 3.459 -0.03 0.01 0.04
C -2.262 2.607 2.325 0.00 -0.05 0.02
C -2.433 4.076 2.655 -0.03 0.02 0.00
O -0.874 2.343 2.013 0.01 -0.04 -0.08
C -3.052 2.231 1.058 0.09 0.03 -0.28
O -4.144 2.684 0.832 -0.04 0.02 0.14
O -2.424 1.382 0.264 0.13 -0.02 0.16
H -2.144 1.917 4.363 0.00 0.00 0.00
H -2.576 0.649 3.204 0.01 0.00 -0.02
H -3.772 1.877 3.667 0.00 0.00 0.00
H -1.901 4.315 3.577 0.00 0.00 0.00
H -3.488 4.309 2.780 0.01 -0.01 0.00
H -2.035 4.698 1.853 0.00 -0.01 -0.01
H -0.389 2.125 2.825 -0.01 0.01 0.00
N 3.699 -5.357 3.186 0.00 0.01 0.00
C 3.041 -4.156 3.022 0.01 -0.05 -0.02
C 2.109 -3.999 1.989 0.00 0.01 0.01
C 1.415 -2.817 1.852 -0.01 0.01 0.00
C 1.646 -1.777 2.748 0.05 -0.07 -0.01
C 2.569 -1.915 3.777 -0.01 -0.01 0.01
C 3.259 -3.101 3.915 -0.01 0.03 0.01
S 0.782 -0.287 2.546 -0.02 0.03 0.01
O -0.564 -0.641 2.027 -0.03 0.07 -0.01
O 0.802 0.466 3.772 -0.03 -0.02 -0.01
N 1.304 0.538 1.269 0.02 0.08 -0.03
C 2.566 1.104 1.249 -0.15 -0.10 -0.01
N 2.842 1.864 0.185 0.10 0.03 0.01
C 4.060 2.389 0.142 -0.06 -0.04 -0.01
C 5.006 2.177 1.131 0.01 0.00 0.03
C 4.608 1.373 2.185 0.01 -0.01 -0.03
N 3.399 0.831 2.257 0.05 0.02 -0.02
H 3.730 -5.976 2.395 -0.01 0.00 0.00
H 4.538 -5.351 3.740 0.00 0.00 0.00
H 1.925 -4.816 1.303 0.00 0.00 0.00
H 0.688 -2.702 1.057 0.01 0.01 0.00
H 2.736 -1.091 4.456 0.00 0.01 0.00
H 3.972 -3.223 4.721 0.00 0.01 0.00
H 4.287 3.000 -0.726 -0.01 0.01 0.00
H 5.994 2.608 1.079 0.00 0.00 0.01
H 5.284 1.147 3.003 0.00 0.00 0.01
C -0.819 0.682 -5.593 -0.01 -0.01 -0.03
C -1.771 1.040 -4.645 -0.03 -0.02 0.03
C -1.796 0.406 -3.413 -0.05 -0.03 -0.03
C -0.889 -0.612 -3.096 0.01 -0.01 -0.07
C 0.053 -0.959 -4.068 -0.06 -0.05 -0.06
C 0.094 -0.319 -5.302 -0.08 -0.13 -0.06
Si -0.795 -1.293 -1.329 0.05 -0.01 0.06
C -2.250 -2.439 -0.962 -0.02 -0.02 -0.03
C -2.111 -3.829 -0.966 0.02 -0.01 -0.01
C -3.179 -4.664 -0.662 0.03 0.00 -0.01
C -4.417 -4.121 -0.355 -0.03 0.00 0.01
C -4.580 -2.742 -0.347 -0.01 -0.01 0.00
C -3.506 -1.914 -0.639 0.02 0.03 0.00
H -0.793 1.181 -6.554 0.00 0.00 -0.01
H -2.490 1.821 -4.866 -0.01 0.01 0.00
H -2.526 0.724 -2.672 -0.02 -0.01 0.00
H 0.775 -1.740 -3.856 0.00 0.01 0.00
H 0.839 -0.605 -6.035 -0.01 0.03 0.03
H 0.392 -2.216 -1.410 -0.02 -0.01 0.02
H -1.151 -4.267 -1.217 0.00 0.00 0.00
H -3.045 -5.739 -0.671 0.00 0.00 0.00
H -5.252 -4.769 -0.120 0.00 0.00 0.00
H -5.543 -2.311 -0.105 0.00 0.00 0.00
H -3.647 -0.839 -0.606 0.00 0.01 0.01
N 3.025 1.209 -4.963 0.07 0.05 0.03
C 2.252 1.644 -4.233 0.04 0.03 -0.01
C 1.285 2.194 -3.326 0.13 0.06 0.04
C 0.643 3.397 -3.598 -0.02 0.03 -0.04
C -0.289 3.871 -2.696 0.01 -0.09 0.05
C -0.560 3.116 -1.568 0.04 0.03 -0.13
N 0.055 1.958 -1.311 -0.12 0.15 0.18
C 0.973 1.510 -2.162 -0.04 -0.07 -0.12
H 0.866 3.936 -4.509 0.01 -0.01 0.00
H -0.824 4.793 -2.867 0.01 0.02 -0.01
H -1.313 3.430 -0.859 0.01 0.00 0.03
H 1.437 0.559 -1.935 0.05 0.10 0.03
```
Positions in Å, forces in eV/Å.

Summary:
Max |F|   0.006 Eh/bohr
<S²>   0.754
LUMO level (spin up / spin down)   -0.23 / -0.32 eV
Relative energy (zero: lowest compared OMol25 entry of this formula, charge and spin)   0.0 kJ/mol
Spin multiplicity   2
HOMO level (spin up / spin down)   -7.65 / -7.51 eV

(2)
Here is a structure of composition C32H31N9O2S2V from the OMol25 dataset. Energies are from wB97M-V/def2-TZVPD.

Structure (XYZ):
```
77
Properties=species:S:1:pos:R:3:forces:R:3
V 0.091 1.160 1.061 -0.36 -1.41 0.04
N 4.265 1.089 -0.552 -0.08 0.16 0.06
C 2.971 1.244 -0.125 0.27 -0.51 0.12
S 2.260 -0.129 0.670 -0.08 0.41 -0.19
N 2.447 2.416 -0.391 -0.55 -0.37 0.28
N 1.138 2.522 0.034 1.14 0.64 -0.52
C 0.581 3.660 -0.236 -0.45 0.16 -0.16
C 1.228 4.748 -1.003 0.06 0.16 0.16
C 1.363 6.008 -0.426 0.06 -0.02 0.01
C 1.951 7.051 -1.127 -0.02 -0.07 0.02
C 2.404 6.840 -2.419 0.02 0.04 -0.01
C 2.277 5.585 -2.999 0.03 0.04 -0.03
C 1.700 4.543 -2.295 -0.09 -0.06 -0.03
C -0.794 3.806 0.245 -0.41 0.37 -0.07
C -1.593 4.935 0.000 0.45 -0.14 -0.16
C -2.868 4.996 0.504 -0.23 -0.19 0.19
C -3.350 3.930 1.265 0.04 0.19 -0.12
C -2.523 2.847 1.450 0.09 -0.25 0.12
N -1.289 2.771 0.943 -0.08 0.01 0.15
H 4.798 0.367 -0.099 -0.05 0.01 -0.03
H 4.746 1.953 -0.748 0.04 -0.03 -0.04
H 1.027 6.166 0.591 -0.03 0.01 0.04
H 2.057 8.018 -0.658 0.02 0.05 0.00
H 2.864 7.649 -2.970 0.02 0.03 -0.03
H 2.637 5.413 -4.003 0.02 0.00 -0.06
H 1.619 3.563 -2.741 0.00 -0.04 0.00
H -1.195 5.744 -0.593 0.01 0.04 -0.02
H -3.488 5.861 0.316 -0.02 0.05 -0.01
H -4.338 3.941 1.701 -0.03 0.01 0.02
H -2.833 1.989 2.036 -0.02 0.01 -0.02
N 0.994 -1.317 3.337 0.10 -0.11 0.07
C 0.043 -1.896 2.615 0.13 0.11 0.17
S -1.346 -1.050 2.146 -0.09 0.05 -0.27
N 0.185 -3.192 2.243 -0.16 0.05 0.12
C 1.140 -4.149 2.656 -0.02 -0.01 -0.26
C 1.461 -5.149 1.739 0.06 0.03 0.06
C 2.359 -6.144 2.080 -0.02 0.02 -0.01
C 2.953 -6.147 3.335 0.00 -0.01 -0.03
C 2.622 -5.156 4.244 0.03 0.01 0.07
C 1.712 -4.159 3.921 -0.01 -0.08 0.01
H 0.922 -0.300 3.427 -0.02 0.04 -0.06
H 1.928 -1.699 3.332 -0.02 -0.05 0.01
H -0.518 -3.497 1.588 -0.01 -0.03 0.07
H 1.010 -5.129 0.754 -0.01 0.00 -0.04
H 2.600 -6.912 1.358 0.02 -0.02 0.01
H 3.662 -6.918 3.600 0.01 -0.01 0.02
H 3.066 -5.156 5.231 0.02 -0.01 0.02
H 1.432 -3.423 4.659 -0.01 0.04 0.01
C -3.497 -3.314 -2.075 0.05 -0.03 0.10
N -3.124 -1.932 -1.857 0.12 0.31 -0.19
N -1.818 -1.569 -1.552 -0.32 -0.35 -0.09
C -1.816 -0.316 -0.994 0.03 0.36 0.18
O -0.769 0.276 -0.699 0.33 0.18 -0.09
C -3.184 0.083 -0.904 -0.18 -0.38 -0.15
C -3.936 -0.938 -1.420 0.11 0.07 0.15
C -5.414 -1.083 -1.493 -0.03 0.01 -0.03
C -0.702 -2.261 -2.093 -0.22 0.21 0.10
C 0.361 -2.538 -1.253 0.20 -0.05 -0.18
C 1.477 -3.175 -1.778 -0.02 0.04 0.14
C 1.506 -3.552 -3.111 -0.04 -0.02 -0.10
C 0.427 -3.269 -3.941 -0.01 0.01 0.01
C -0.679 -2.603 -3.439 0.13 -0.12 0.03
H -2.606 -3.931 -1.999 -0.04 0.00 -0.01
H -3.925 -3.444 -3.070 -0.02 -0.04 0.04
H -4.211 -3.632 -1.315 -0.01 -0.06 -0.04
H -3.542 1.016 -0.513 0.00 0.09 0.02
H -5.888 -0.150 -1.199 0.00 0.02 0.00
H -5.766 -1.866 -0.820 0.01 -0.01 0.01
H -5.743 -1.336 -2.502 0.01 -0.01 -0.01
H 0.336 -2.213 -0.224 -0.03 0.06 0.02
H 2.325 -3.361 -1.133 0.03 0.00 -0.01
H 2.376 -4.053 -3.512 0.03 -0.02 -0.01
H 0.453 -3.547 -4.987 0.03 -0.01 0.00
H -1.511 -2.345 -4.082 -0.04 0.02 0.00
O 1.086 2.264 5.196 0.04 0.10 0.32
C 0.828 1.929 4.086 0.09 0.20 0.21
N 0.580 1.567 2.987 0.02 0.07 -0.08
```
Positions in Å, forces in eV/Å.

Summary:
Max |F|   0.028 Eh/bohr
<S²>   3.771
LUMO level (spin up / spin down)   0.18 / -0.06 eV
Relative energy (zero: lowest compared OMol25 entry of this formula, charge and spin)   17.2 kJ/mol
Spin multiplicity   4
HOMO level (spin up / spin down)   -6.18 / -7.27 eV

(3)
Here is a cluster of 2 separate species, C32H31NO5S in total from the OMol25 dataset. Energies are from wB97M-V/def2-TZVPD.

Structure (XYZ):
```
70
Properties=species:S:1:pos:R:3:forces:R:3
C 2.028 4.308 1.222 0.31 0.15 0.06
C 1.417 2.950 1.402 -0.33 0.35 -0.30
O 0.062 3.070 0.901 0.66 -1.12 0.21
C -0.597 1.884 0.972 -0.58 -0.22 0.31
C -1.998 2.060 0.633 1.10 1.82 0.52
O -2.882 1.100 0.717 -0.45 -1.54 -0.67
C -2.525 -0.196 0.092 -0.19 0.90 0.55
S -2.701 3.819 0.712 0.03 -1.03 0.37
C -4.462 3.500 0.990 -0.20 0.12 -0.20
C -5.384 3.824 -0.013 0.04 -0.31 0.27
C -6.743 3.538 0.185 0.36 0.03 0.16
C -7.167 2.957 1.385 0.42 0.19 -0.16
C -6.250 2.722 2.415 0.26 0.05 -0.12
C -4.891 2.996 2.222 -0.16 0.07 -0.09
O -2.219 4.460 1.924 -0.17 -0.33 -0.90
O -2.548 4.450 -0.585 -0.07 -0.28 0.78
O -0.066 0.825 1.352 -0.63 0.85 -0.57
H 3.045 4.254 1.592 0.31 0.17 0.08
H 2.070 4.572 0.165 -0.08 0.06 0.02
H 1.500 5.091 1.770 -0.05 -0.16 -0.07
H 1.957 2.200 0.808 -0.18 0.05 0.21
H 1.403 2.631 2.453 -0.09 0.04 -0.30
H -3.373 -0.820 0.351 0.07 -0.18 -0.16
H -2.428 -0.052 -0.991 -0.06 0.03 0.22
H -1.587 -0.562 0.524 -0.19 0.00 -0.10
H -5.033 4.298 -0.927 -0.05 -0.21 0.16
H -7.454 3.781 -0.607 0.17 -0.13 0.29
H -8.212 2.703 1.520 0.04 0.07 0.03
H -6.585 2.328 3.379 0.10 0.12 -0.40
H -4.176 2.848 3.032 -0.15 -0.05 -0.30
C 4.955 2.073 -2.777 -0.08 -0.04 0.05
N 4.718 0.648 -2.882 0.11 0.34 -0.95
C 5.838 -0.098 -3.413 -0.09 -0.12 0.38
C 3.730 -0.003 -2.144 -0.59 -0.04 0.64
C 2.376 0.054 -2.549 0.46 -0.25 0.28
C 1.410 -0.690 -1.882 0.17 0.03 -0.19
C 1.727 -1.412 -0.708 0.41 0.07 -0.36
C 0.763 -2.292 -0.098 0.27 -0.08 0.17
C 0.785 -2.732 1.286 -0.59 -1.39 -0.44
C -0.032 -3.918 1.397 0.67 0.65 0.62
C -0.073 -4.657 2.572 -0.42 0.45 -0.44
C 0.663 -4.209 3.673 0.26 0.58 -0.03
C 1.477 -3.063 3.568 -0.41 -0.35 -0.19
C 1.542 -2.332 2.373 0.49 0.25 0.54
C -0.591 -4.205 0.086 0.01 0.39 -0.95
C -0.111 -3.197 -0.838 -0.10 -1.06 1.11
C -0.292 -3.424 -2.195 -0.01 -0.08 -0.68
C -1.055 -4.522 -2.626 -0.18 -0.17 0.50
C -1.589 -5.444 -1.705 0.13 0.56 -0.41
C -1.308 -5.311 -0.344 -0.14 0.50 0.36
C 3.079 -1.392 -0.263 -0.09 -0.16 -0.32
C 4.065 -0.742 -0.995 -0.39 0.14 0.02
H 4.054 2.595 -2.426 0.28 -0.16 -0.12
H 5.793 2.294 -2.086 -0.26 0.03 -0.08
H 5.238 2.457 -3.769 -0.12 0.07 0.26
H 5.517 -1.121 -3.653 0.17 0.26 0.04
H 6.183 0.397 -4.331 -0.02 -0.18 0.17
H 6.681 -0.141 -2.702 0.04 -0.08 -0.19
H 2.134 0.636 -3.437 -0.02 -0.18 0.14
H 0.410 -0.773 -2.314 0.25 0.30 0.38
H -0.724 -5.533 2.617 0.34 0.15 0.16
H 0.588 -4.735 4.623 0.13 0.08 -0.22
H 2.061 -2.748 4.431 -0.12 -0.03 -0.22
H 2.231 -1.488 2.272 -0.46 -0.18 0.27
H 0.225 -2.804 -2.934 -0.40 -0.16 0.22
H -1.243 -4.673 -3.688 0.13 0.07 0.22
H -2.229 -6.253 -2.054 0.27 0.11 0.03
H -1.682 -6.018 0.401 0.16 0.05 -0.38
H 3.375 -2.003 0.588 -0.13 0.21 -0.18
H 5.107 -0.760 -0.666 -0.35 -0.11 -0.12
```
Positions in Å, forces in eV/Å.

Summary:
Max |F|   0.043 Eh/bohr
LUMO level   -3.00 eV
Relative energy (zero: lowest compared OMol25 entry of this formula, charge and spin)   74.7 kJ/mol
HOMO level   -5.68 eV